[1]
{
  "formula": "C18H13BrGaN4O3S6",
  "method": "the ωB97M-V functional and the def2-TZVPD basis",
  "elements": ["Br", "Ga", "S", "S", "S", "S", "S", "S", "O", "O", "O", "N", "N", "N", "N", "C", "C", "C", "C", "C", "C", "C", "C", "C", "C", "C", "C", "C", "C", "C", "C", "C", "C", "H", "H", "H", "H", "H", "H", "H", "H", "H", "H", "H", "H", "H"],
  "positions_angstrom": [[2.098, -2.353, 0.372], [-0.320, 0.202, 0.881], [-3.864, -2.243, -3.532], [-5.643, -4.495, -4.354], [-1.796, -1.464, 1.299], [-1.517, -0.895, -2.289], [-0.629, -4.131, -1.378], [-3.148, -4.896, -2.783], [-0.759, 1.767, -0.136], [-0.225, 2.997, -1.939], [1.275, 0.563, 1.877], [-2.597, 0.762, 2.703], [-1.292, 1.129, 2.481], [-4.154, -0.854, 2.320], [1.065, -0.024, -0.697], [-4.292, -3.912, -3.596], [-2.363, -2.347, -2.600], [2.859, 0.221, -2.756], [0.640, -3.784, -2.627], [2.033, -0.923, -0.847], [-2.058, -3.632, -2.252], [-2.883, -0.385, 2.170], [2.876, 2.159, 2.495], [1.536, 1.730, 2.429], [0.914, 3.805, 3.539], [-0.844, 2.157, 3.079], [2.227, 4.225, 3.559], [-0.095, 2.031, -1.218], [2.959, -0.838, -1.869], [0.544, 2.571, 2.991], [3.211, 3.381, 3.039], [0.982, 1.007, -1.544], [1.858, 1.161, -2.595], [3.630, 1.501, 2.080], [0.577, -2.731, -2.904], [-4.849, -0.189, 2.611], [3.572, 0.311, -3.566], [1.732, 2.005, -3.258], [1.609, -4.000, -2.168], [-1.519, 2.714, 3.727], [0.488, -4.424, -3.495], [4.251, 3.691, 3.059], [2.489, 5.190, 3.975], [0.135, 4.442, 3.945], [3.728, -1.591, -1.963], [-4.440, -1.615, 1.733]],
  "e_above_lowest_ev": 0.659,
  "charge": -1,
  "homo_lumo_gap_ha": 0.2259,
  "homo_energy_ev": -4.10,
  "mol_weight_g_mol": 675.356,
  "total_energy_ev": -218415.7050
}

=====

[2]
{
  "formula": "C18H13F10IN3Ru",
  "method": "the ωB97M-V functional and the def2-TZVPD basis",
  "elements": ["I", "Ru", "F", "F", "F", "F", "F", "F", "F", "F", "F", "F", "N", "N", "N", "C", "C", "C", "C", "C", "C", "C", "C", "C", "C", "C", "C", "C", "C", "C", "C", "C", "C", "H", "H", "H", "H", "H", "H", "H", "H", "H", "H", "H", "H", "H"],
  "positions_angstrom": [[0.140, 1.566, 3.554], [-0.575, -0.131, 0.647], [-4.959, 5.100, -0.155], [-4.933, 2.821, 1.305], [-2.771, 5.865, -1.532], [-0.590, 4.442, -1.502], [-2.492, -6.256, 0.262], [-2.766, 1.343, 1.400], [-4.794, -2.351, -0.950], [-4.789, -5.048, -0.518], [-2.527, -0.922, -0.617], [-0.259, -4.846, 0.656], [1.686, -0.019, -0.078], [-0.221, -1.997, 0.217], [-0.480, 1.940, 0.058], [-2.507, -4.950, 0.036], [-2.729, 2.436, 0.663], [-3.681, -4.339, -0.357], [-3.879, 4.370, -0.109], [-2.741, 4.762, -0.807], [-1.321, -2.839, 0.023], [-2.522, -2.273, -0.373], [-1.354, -4.211, 0.224], [-3.687, -2.974, -0.562], [-1.522, 2.780, -0.026], [0.890, 2.324, -0.315], [-0.247, -0.329, 2.683], [1.158, -2.425, 0.004], [2.673, 0.147, 0.997], [1.635, 1.157, -0.961], [-3.863, 3.190, 0.631], [1.865, -1.316, -0.765], [-1.599, 4.009, -0.761], [2.926, -1.554, -0.889], [0.557, -1.001, 2.949], [1.661, -2.632, 0.952], [2.446, 1.023, 1.602], [1.384, 2.609, 0.618], [3.680, 0.251, 0.579], [2.658, -0.722, 1.652], [-1.193, -0.685, 3.081], [2.641, 1.501, -1.227], [1.415, -1.245, -1.754], [1.199, -3.336, -0.587], [1.125, 0.877, -1.881], [0.937, 3.177, -0.973]],
  "e_above_lowest_ev": 0.000,
  "charge": 1,
  "homo_lumo_gap_ha": [0.2798, 0.2000],
  "homo_energy_ev": [-11.15, -11.52],
  "mol_weight_g_mol": 689.277,
  "total_energy_ev": -61193.0234,
  "multiplicity": 5
}

=====

[3]
{
  "formula": "C18H13HgN3O6",
  "method": "the ωB97M-V functional and the def2-TZVPD basis",
  "elements": ["Hg", "O", "O", "O", "O", "O", "O", "N", "N", "N", "C", "C", "C", "C", "C", "C", "C", "C", "C", "C", "C", "C", "C", "C", "C", "C", "C", "C", "H", "H", "H", "H", "H", "H", "H", "H", "H", "H", "H", "H", "H"],
  "positions_angstrom": [[-2.989, -1.745, -0.661], [-0.793, -6.100, 2.799], [-4.434, -4.099, 0.570], [-2.597, -8.244, 1.927], [4.355, 0.539, 1.708], [-4.792, -7.017, 0.424], [-1.643, -3.648, 1.369], [3.284, 2.057, 0.425], [-1.508, 0.100, 1.461], [2.132, 0.237, 1.400], [1.014, 1.782, -2.509], [2.513, 3.670, -1.178], [0.805, 0.704, 1.461], [3.311, 0.922, 1.212], [-1.771, -5.966, 2.090], [-0.884, 2.382, 1.697], [-1.835, 1.378, 1.601], [1.792, 4.023, -2.304], [0.260, 3.474, -4.227], [-2.263, -4.695, 1.472], [-3.867, -6.428, 0.944], [-2.726, -7.060, 1.696], [0.456, 2.040, 1.636], [1.744, 1.412, -1.390], [-0.229, -0.231, 1.397], [2.500, 2.359, -0.708], [1.032, 3.083, -2.994], [-3.637, -4.946, 0.936], [0.876, 4.083, -4.890], [2.271, -0.697, 1.748], [-0.022, -1.293, 1.287], [1.219, 2.797, 1.739], [4.145, 2.573, 0.500], [0.414, 1.032, -3.011], [-2.896, 1.599, 1.640], [-0.077, 2.595, -4.774], [1.732, 0.384, -1.057], [-1.185, 3.413, 1.825], [1.812, 5.051, -2.649], [3.101, 4.415, -0.651], [-0.619, 4.065, -3.961]],
  "charge": -1,
  "homo_lumo_gap_ha": [0.2460, 0.2394],
  "homo_energy_ev": [-4.52, -5.16],
  "mol_weight_g_mol": 567.907,
  "total_energy_ev": -39808.8933,
  "multiplicity": 2
}

=====

[4]
{
  "formula": "C18H14BrCl3N2O4Pd",
  "method": "the ωB97M-V functional and the def2-TZVPD basis",
  "elements": ["Pd", "Br", "Cl", "Cl", "Cl", "O", "O", "O", "O", "N", "N", "C", "C", "C", "C", "C", "C", "C", "C", "C", "C", "C", "C", "C", "C", "C", "C", "C", "C", "H", "H", "H", "H", "H", "H", "H", "H", "H", "H", "H", "H", "H", "H"],
  "positions_angstrom": [[-2.097, 0.352, 0.785], [-2.704, -2.146, -0.611], [-4.162, 0.545, 5.065], [-2.327, -1.673, 5.436], [-1.401, 1.051, 5.715], [-1.999, 3.612, 2.092], [-3.067, -0.364, 2.506], [-2.230, 2.223, -0.099], [-0.999, 0.244, 2.982], [-0.783, 0.305, -0.989], [-0.310, 1.548, -1.261], [3.171, -3.356, -4.194], [-0.524, -3.116, -2.086], [0.762, -3.181, -2.795], [-1.060, -2.011, -1.566], [-0.931, 2.582, -0.394], [3.081, -2.560, -3.063], [-0.683, 3.299, 2.022], [2.041, 2.707, 2.020], [0.090, 3.523, 3.158], [2.066, -4.083, -4.617], [0.874, -4.004, -3.918], [1.438, 3.231, 3.159], [-2.501, -0.003, 4.837], [1.275, 2.487, 0.891], [-2.147, -0.046, 3.328], [1.886, -2.473, -2.364], [-0.089, 2.773, 0.867], [-0.527, -0.669, -1.766], [-0.409, 3.917, 4.035], [3.946, -2.012, -2.713], [1.731, 2.076, 0.000], [2.022, 3.403, 4.054], [0.100, -0.521, -2.645], [-1.075, -4.046, -1.994], [-0.942, 3.500, -0.993], [0.014, -4.576, -4.247], [-0.277, 1.763, -2.249], [-2.424, 3.251, 1.286], [2.135, -4.716, -5.492], [4.105, -3.424, -4.737], [3.097, 2.471, 2.016], [1.835, -1.882, -1.458]],
  "homo_lumo_gap_ha": [0.2715, 0.2293],
  "homo_energy_ev": [-8.14, -8.13],
  "mol_weight_g_mol": 615.003,
  "total_energy_ev": -141150.2882,
  "multiplicity": 3
}

=====

[5]
{
  "formula": "C18H14F5IIrN2",
  "method": "the ωB97M-V functional and the def2-TZVPD basis",
  "elements": ["Ir", "I", "F", "F", "F", "F", "F", "N", "N", "C", "C", "C", "C", "C", "C", "C", "C", "C", "C", "C", "C", "C", "C", "C", "C", "C", "C", "H", "H", "H", "H", "H", "H", "H", "H", "H", "H", "H", "H", "H", "H"],
  "positions_angstrom": [[0.582, -0.180, 0.153], [2.914, 0.928, 0.136], [1.227, 2.955, 1.090], [-3.735, 3.101, -1.234], [-2.578, 5.377, -0.241], [-2.474, 0.766, -1.152], [-0.087, 5.263, 0.892], [0.596, -0.956, -1.842], [-1.265, -1.103, 0.049], [-3.399, -1.779, 0.919], [1.504, -1.376, -4.018], [-3.716, -2.401, -0.288], [-2.787, -2.363, -1.320], [-1.824, 1.814, -0.614], [0.043, 2.922, 0.450], [-0.647, 4.136, 0.382], [-2.497, 3.039, -0.681], [3.740, -0.398, 5.004], [-1.912, 4.196, -0.184], [-2.171, -1.145, 1.044], [-0.678, -2.196, -3.455], [-0.533, -1.628, -2.184], [-0.519, 1.713, -0.049], [-1.564, -1.710, -1.138], [1.587, -0.836, -2.740], [4.704, 0.017, 3.889], [0.350, -2.069, -4.382], [2.331, -1.252, -4.709], [2.456, -0.284, -2.390], [4.245, -1.016, 5.755], [3.326, 0.476, 5.517], [5.244, -0.848, 3.489], [-4.089, -1.779, 1.756], [-4.667, -2.907, -0.424], [-3.009, -2.839, -2.268], [5.447, 0.734, 4.254], [4.168, 0.488, 3.057], [-1.583, -2.731, -3.719], [0.251, -2.504, -5.371], [-1.880, -0.647, 1.962], [2.900, -0.979, 4.607]],
  "e_above_lowest_ev": 0.000,
  "charge": 2,
  "homo_lumo_gap_ha": [0.2716, 0.1850],
  "homo_energy_ev": [-14.59, -15.91],
  "mol_weight_g_mol": 672.435,
  "total_energy_ev": -46378.6778,
  "multiplicity": 6
}